A 2-piece molecular cluster, C2H6BNO2 overall. Source: the OMol25 dataset; level of theory: ωB97M-V/def2-TZVPD.

The geometry in XYZ format:
```
12
C2H6BNO2 ωB97M-V/def2-TZVPD
H -2.44 -1.30 -0.05
C 1.27 -0.26 0.23
H -0.34 -1.62 -0.02
H 1.33 1.29 -1.03
N 1.91 0.76 -0.41
C 0.05 -0.68 -0.26
B -1.79 0.45 0.39
O -2.75 -0.52 0.41
H 2.57 1.37 0.12
H 1.89 -0.77 1.06
H -0.38 -0.22 -1.10
O -1.31 1.50 0.67
```

Properties
- Charge: 0
- Gap between HOMO and LUMO: 9.1312 eV
- SMILES string: C=CN.O=BO
- Energy relative to the best compared isomer or geometry (same formula, charge and spin): 84.7 kJ/mol
- Maximum force: 3.3 eV Å⁻¹
- Highest occupied orbital energy: -8.6 eV
- E_tot: -309.9270 Ha